[1]
74
Properties=species:S:1:pos:R:3:forces:R:3:lowdin_charge:R:1 method="wB97M-V/def2-TZVPD" multiplicity=2 de_lowest_ev=0.116 total_energy_ev=-119748.08094 lumo_ev="-0.49 / -0.46"
Yb -0.9359 4.2987 20.5948 -1.04 -2.41 -1.76 1.1997
O 0.0608 3.9287 22.4897 1.65 0.23 0.88 -0.4224
S 1.0509 5.0432 22.2841 -0.19 -0.24 1.97 0.5558
O 1.1063 5.3263 20.8455 1.01 0.05 0.19 -0.3972
O 2.3253 4.8660 23.0033 -2.55 0.84 -1.34 -0.2883
C 0.0096 6.4654 22.9461 1.48 0.48 1.17 -0.1756
C 0.6125 6.9913 24.0912 -0.09 -0.39 0.25 -0.0579
C 0.1109 8.1385 24.7636 1.08 -1.19 -0.38 -0.0574
C -1.0115 8.7679 24.2973 0.29 -0.77 -0.35 -0.0608
C -1.6684 8.1926 23.2133 -1.36 0.94 0.34 -0.0840
C -1.1945 7.1106 22.5565 -0.46 -1.06 -1.72 -0.2126
S -2.3614 6.5909 21.2008 1.83 0.72 -0.50 0.5247
O -2.7192 5.2381 21.6479 -1.41 -0.21 0.39 -0.4110
O -3.4467 7.5330 20.9847 1.16 -0.93 0.45 -0.2913
O -1.4244 6.3849 20.0374 -1.39 1.50 0.47 -0.4260
H 1.4673 6.3906 24.4842 -0.58 1.03 -0.27 0.1159
H 0.6871 8.4571 25.6217 -0.25 0.29 0.08 0.1056
H -1.3866 9.6452 24.7484 -0.39 0.76 0.49 0.0969
H -2.6674 8.5252 22.8716 0.85 0.27 0.33 0.1179
C 3.5723 8.0764 17.4638 -0.05 -0.98 -1.30 -0.0394
C 2.3989 7.4614 16.5721 -0.92 0.73 2.37 -0.5052
C 1.2086 8.3303 17.1747 -0.29 -0.97 -1.95 -0.0664
C 2.5178 7.8058 15.0853 0.64 -1.11 1.10 -0.0643
C 2.1346 5.9544 16.8485 -0.69 0.60 -1.29 -0.1560
C 2.4731 5.1031 15.7971 0.07 -1.30 -0.40 -0.0382
C 2.0776 3.7297 15.6397 1.08 2.38 -0.64 -0.0830
C 1.1942 3.2975 16.5621 -1.92 0.44 2.23 -0.4410
S 0.4090 1.7197 16.7273 0.20 1.00 0.34 1.0765
C -0.4047 2.3114 18.1787 0.42 0.58 -0.81 -0.5489
N -0.2593 3.5895 18.4198 0.16 -0.28 0.21 -0.0106
C 0.6875 4.2037 17.6354 1.83 -0.50 -1.75 -0.2200
C 1.2577 5.5002 17.8400 -1.00 -2.16 -0.42 0.0484
C -0.9627 1.3925 19.1376 1.99 -0.89 -0.77 -0.3641
C -0.0876 0.3645 19.4502 -0.56 -1.34 2.52 -0.0359
C -0.2696 -0.3762 20.6948 -0.29 1.19 -1.51 -0.0750
C -1.2315 0.0695 21.6212 -1.85 0.53 0.18 -0.0990
C -2.1861 1.0342 21.2306 1.09 -0.73 0.62 -0.1234
C -2.1082 1.6728 19.9153 -1.45 1.10 0.30 -0.3853
H 3.3888 9.1518 17.3394 0.65 -0.18 0.64 0.0705
H 4.5896 7.8225 17.0976 -0.56 0.10 0.10 0.0838
H 3.4906 7.7035 18.5074 -0.07 0.54 -0.63 0.0927
H 1.4863 9.3454 16.9352 -0.20 0.49 -0.05 0.0568
H 1.3226 8.2237 18.2347 -0.96 -0.04 0.66 0.0630
H 0.1737 8.1525 16.6977 1.52 -0.12 1.14 0.1191
H 2.6490 8.8725 15.0570 -0.13 0.47 -0.55 0.0778
H 1.6651 7.4085 14.5064 0.39 0.47 0.21 0.1041
H 3.4420 7.3159 14.7824 0.04 0.38 -0.73 0.0688
H 3.0431 5.5607 15.0011 0.11 -0.48 0.00 0.0839
H 2.4139 3.1781 14.7529 -0.16 0.08 0.60 0.1142
H 0.9373 6.0032 18.7469 0.11 0.44 -0.46 0.0837
H 0.8228 0.2149 18.8809 -0.20 -0.09 -0.04 0.0879
H 0.2903 -1.2476 20.9340 0.75 -0.31 0.00 0.0762
H -1.3464 -0.3953 22.6573 0.38 0.74 -1.60 0.1259
H -2.9105 1.3507 21.9808 0.15 -0.07 -0.29 0.0890
C -3.6732 0.2281 18.0194 -0.34 0.43 -0.73 -0.1621
P -3.5986 1.8266 18.9226 -1.09 -1.95 2.04 0.9818
C -4.8751 1.6500 20.2705 0.86 -1.41 -1.67 -0.1514
C -3.9978 3.2271 17.8981 -1.35 1.91 0.32 -0.3022
C -4.2526 4.4766 18.6136 1.98 -0.20 -3.25 -0.0433
C -4.0417 5.6504 17.8434 -1.50 -0.92 -0.49 -0.0512
C -3.8723 5.6337 16.4284 1.09 -0.11 1.54 -0.0512
C -3.7466 4.4044 15.7857 0.10 0.60 -0.71 -0.0897
C -4.0226 3.2339 16.4772 0.95 -1.31 1.10 -0.0820
H -2.7398 0.0694 17.4571 -0.18 -0.05 0.46 0.0572
H -4.4774 0.2091 17.2734 -0.03 0.00 0.22 0.0489
H -3.8605 -0.5657 18.7653 0.37 0.42 -0.36 0.0679
H -5.8622 1.9599 20.0008 -0.54 0.11 -0.33 0.0497
H -4.4965 2.2462 21.0543 0.14 0.51 1.14 0.0213
H -4.8277 0.5507 20.4917 -0.22 1.15 0.21 0.0740
H -4.4720 4.5617 19.6541 0.27 -0.19 0.65 0.0886
H -4.1180 6.5994 18.3336 -0.06 0.38 0.26 0.0928
H -3.6954 6.6012 15.9299 -0.01 -0.76 0.15 0.1160
H -3.2598 4.3375 14.7891 -1.24 0.09 0.38 0.1228
H -4.1916 2.2721 15.9435 0.88 0.72 0.36 0.1135

---

[2]
102
Properties=species:S:1:pos:R:3:forces:R:3:lowdin_charge:R:1 method="wB97M-V/def2-TZVPD" total_energy_ev=-86397.09895 lumo_ev=-5.85 total_charge=+1
N 3.5221 -1.5017 3.9805 -1.39 3.12 -1.57 -0.2717
P 2.8469 0.0039 4.0259 1.80 -5.83 0.54 0.8210
N 2.2963 0.3989 2.3694 -2.71 1.67 -1.08 -0.2764
C 1.0174 0.7560 1.9232 3.14 -0.67 -1.49 -0.1526
S 1.1394 0.9743 0.0287 -1.07 -1.24 2.20 1.0128
C 2.4891 -0.3265 -0.0151 1.99 -1.22 1.95 -0.4888
O 3.1942 -0.6255 -1.2710 -0.37 0.10 3.28 -0.0805
C 3.3608 0.3167 1.2551 1.52 0.22 -1.49 -0.3160
C 4.0079 1.8210 1.0716 -0.21 1.20 1.95 -0.2471
S 4.9883 2.0640 -0.5067 -0.05 -4.91 -6.13 0.8445
O 5.9305 0.8040 -0.6345 -3.13 4.72 1.41 -0.4223
O 4.0841 2.2348 -1.7893 2.80 0.07 5.49 -0.4191
H 3.4894 -1.8693 2.9964 0.05 0.13 1.38 -0.0078
H 3.8568 0.8916 4.5430 -1.16 0.48 -0.47 0.0301
H 1.7007 -0.1101 4.9183 0.47 1.22 -0.90 0.0395
H 0.0286 0.8613 2.5832 2.32 -0.05 -1.44 0.1553
H 2.0944 -1.3188 0.4696 0.22 1.72 -1.21 0.1445
H 3.9319 -1.2750 -0.9930 -1.50 1.43 -0.68 0.1532
H 4.3156 -0.3234 1.5046 -2.35 0.82 -0.05 0.1676
H 4.7780 1.9647 1.9713 -1.45 -0.33 -2.05 0.1330
H 3.2288 2.6980 1.1829 1.44 -1.83 -0.51 0.1184
H 5.7645 3.2367 -0.4371 -0.75 -0.86 0.61 0.1082
C -1.7211 -3.6193 -2.5482 0.00 -0.20 -0.12 -0.1049
O -0.5584 -4.1639 -3.1634 0.18 0.48 0.42 -0.1845
C 0.5771 -3.3019 -3.0311 0.08 -0.75 -0.13 -0.1851
C 1.5329 -3.8069 -1.9459 -0.33 0.49 -0.02 -0.1869
O 0.9446 -3.6936 -0.6454 0.06 -0.11 -0.17 -0.2203
C 0.4672 -4.9432 -0.1598 0.00 0.00 0.20 -0.1025
H -2.4853 -4.4001 -2.5080 0.17 0.06 -0.09 0.0931
H -1.5171 -3.2807 -1.5275 0.01 0.01 -0.05 0.0794
H -2.1010 -2.7867 -3.1460 -0.06 0.08 0.07 0.0892
H 0.2661 -2.2696 -2.8353 0.02 -0.07 0.07 0.1196
H 1.1009 -3.3191 -3.9943 0.00 0.06 0.10 0.1206
H 2.4285 -3.1772 -1.9452 -0.01 -0.01 -0.09 0.1031
H 1.8470 -4.8382 -2.1452 -0.15 0.10 0.00 0.1311
H 1.3142 -5.5771 0.1229 -0.09 -0.09 -0.03 0.0909
H -0.1482 -5.4589 -0.9008 0.06 0.05 -0.01 0.0887
H -0.1414 -4.7566 0.7287 0.11 0.07 -0.10 0.0894
C 1.7059 0.5554 -4.7180 -0.21 -0.15 -0.07 -0.1068
O 0.5328 0.2239 -5.4535 0.43 0.17 -0.09 -0.2011
C 0.5379 0.7960 -6.7659 -0.40 -0.57 -0.04 -0.1908
C 0.8865 -0.2527 -7.8264 0.49 0.46 0.08 -0.1895
O 2.2479 -0.6794 -7.7037 -0.43 -0.19 0.33 -0.1921
C 2.3589 -1.9500 -7.0724 0.17 0.11 -0.21 -0.1092
H 1.7338 -0.0658 -3.8189 -0.08 0.02 -0.08 0.0677
H 2.6140 0.3657 -5.2990 -0.06 0.06 0.04 0.0908
H 1.6705 1.6059 -4.4181 0.14 0.08 0.02 0.0869
H 1.2187 1.6531 -6.8182 0.03 -0.15 -0.02 0.1258
H -0.4786 1.1610 -6.9555 0.09 -0.01 -0.03 0.1237
H 0.7843 0.2016 -8.8173 -0.04 0.00 0.05 0.1248
H 0.2021 -1.1077 -7.7762 0.05 0.10 0.11 0.1258
H 2.0265 -2.7342 -7.7605 -0.03 -0.07 0.11 0.0909
H 1.7759 -1.9976 -6.1496 -0.06 0.02 -0.01 0.0664
H 3.4105 -2.1216 -6.8287 -0.09 0.11 -0.12 0.0906
C 5.1628 -2.9611 5.9380 0.25 -0.07 0.34 -0.1609
O 5.7733 -3.6206 7.0422 -0.30 -0.23 -0.36 -0.1964
C 5.1728 -4.8920 7.3118 0.71 0.04 0.23 -0.1931
C 6.0467 -6.0387 6.7947 -0.58 0.07 -0.32 -0.1913
O 6.0913 -6.0499 5.3635 0.28 0.31 0.30 -0.1978
C 7.3064 -5.5080 4.8585 -0.13 -0.17 -0.08 -0.1130
H 5.7861 -2.1065 5.6618 -0.04 -0.11 0.13 0.0765
H 5.0765 -3.6224 5.0700 -0.07 0.05 0.07 0.0750
H 4.1735 -2.5959 6.2255 -0.03 -0.06 -0.12 0.0579
H 4.1615 -4.9455 6.8933 0.12 -0.04 -0.08 0.1234
H 5.0913 -4.9783 8.4019 -0.01 -0.04 -0.09 0.1238
H 5.6008 -6.9889 7.1059 0.01 0.05 0.03 0.1236
H 7.0569 -5.9868 7.2175 -0.12 0.11 -0.04 0.1261
H 8.1252 -6.2142 5.0309 0.07 0.11 -0.01 0.0893
H 7.5453 -4.5467 5.3196 0.00 -0.02 0.05 0.0818
H 7.1944 -5.3589 3.7815 -0.07 -0.10 0.12 0.0866
C -4.8036 2.9972 0.2835 -0.02 0.20 -0.04 -0.1021
O -5.1158 3.2050 1.6569 0.34 -0.53 0.05 -0.1917
C -5.0550 1.9917 2.4146 0.05 0.70 0.26 -0.1863
C -3.7678 1.9185 3.2415 -0.39 -0.44 -0.29 -0.1848
O -2.6190 1.7778 2.3984 0.36 0.35 0.03 -0.2177
C -1.9080 3.0015 2.2487 -0.14 -0.26 0.04 -0.1192
H -4.6714 3.9738 -0.1896 -0.16 -0.15 0.15 0.0814
H -3.8788 2.4246 0.1616 -0.04 -0.06 0.04 0.0810
H -5.6292 2.4772 -0.2094 0.08 0.01 -0.11 0.0941
H -5.1573 1.1163 1.7635 0.12 0.07 0.05 0.1278
H -5.9109 2.0038 3.0999 0.12 -0.06 -0.01 0.1288
H -3.8072 1.0269 3.8757 -0.02 0.05 -0.02 0.1239
H -3.6687 2.7926 3.8959 -0.04 -0.02 -0.17 0.1284
H -1.3749 3.2344 3.1763 0.00 0.20 0.06 0.0869
H -2.5728 3.8284 1.9878 0.06 -0.03 0.02 0.0948
H -1.1760 2.8774 1.4466 -0.08 -0.05 -0.07 0.0673
C -9.1931 6.1962 -3.2085 -0.02 0.19 0.11 -0.1096
O -9.5052 6.4040 -1.8350 0.27 -0.50 -0.11 -0.1941
C -9.4444 5.1907 -1.0773 0.10 0.64 0.35 -0.1919
C -8.1572 5.1175 -0.2504 -0.11 -0.43 -0.49 -0.1881
O -7.0084 4.9768 -1.0936 -0.17 0.45 0.11 -0.2174
C -6.2975 6.2005 -1.2433 0.03 -0.23 -0.05 -0.1137
H -9.0608 7.1728 -3.6815 -0.09 -0.09 0.15 0.0905
H -8.2682 5.6236 -3.3303 -0.08 -0.01 0.02 0.0820
H -10.0186 5.6762 -3.7013 0.04 -0.07 -0.10 0.0877
H -9.5467 4.3153 -1.7285 0.13 0.07 0.04 0.1248
H -10.3003 5.2028 -0.3921 0.08 -0.05 -0.03 0.1246
H -8.1967 4.2260 0.3837 -0.02 0.03 0.01 0.1211
H -8.0581 5.9916 0.4039 -0.06 -0.03 -0.15 0.1277
H -5.7643 6.4334 -0.3157 0.00 0.14 0.01 0.0855
H -6.9622 7.0274 -1.5042 0.00 -0.02 0.05 0.0861
H -5.5654 6.0764 -2.0453 -0.10 -0.10 0.08 0.0897

---

[3]
80
Properties=species:S:1:pos:R:3:forces:R:3:lowdin_charge:R:1 method="wB97M-V/def2-TZVPD" total_energy_ev=-123328.45084 lumo_ev=-2.74 total_charge=+1
C -5.2252 4.9713 4.4753 0.10 1.12 0.40 -0.0791
C -4.3253 4.6438 3.5107 0.76 1.04 -0.30 -0.0706
C -4.3274 3.3977 2.9732 1.33 -0.27 -1.36 -0.0184
C -5.2224 2.4696 3.3852 0.38 -0.84 -0.72 -0.2886
O -5.1573 1.1981 2.8089 -0.20 -0.08 0.42 -0.0412
C -4.8542 0.1703 3.7225 -0.40 -0.57 -0.35 -0.1669
N -3.5284 -0.3509 3.5105 0.39 0.12 0.19 0.1505
C -3.1137 -0.8476 2.3575 0.02 0.18 0.30 -0.3126
N -1.8986 -1.3977 2.1167 -0.09 0.29 1.29 0.2063
C -1.9465 -1.7757 0.8873 0.30 -0.49 -1.53 -0.1134
N -3.0977 -1.4839 0.2896 -0.61 0.15 0.06 0.1126
N -3.8603 -0.8755 1.2473 -0.34 0.00 -0.12 0.1707
C -6.1438 2.7975 4.3219 -1.10 -1.41 0.45 -0.0291
C -6.1350 4.0429 4.8615 -1.14 0.38 1.31 -0.0771
H -5.2146 5.9485 4.9214 -0.04 0.25 0.10 0.1149
H -3.6107 5.3752 3.1764 0.20 0.10 -0.10 0.1165
H -3.6040 3.1508 2.2096 0.05 -0.15 -0.07 0.1249
H -5.5845 -0.6286 3.5712 -0.03 -0.07 -0.12 0.1451
H -4.9218 0.4639 4.7629 0.05 0.32 0.09 0.1322
H -2.8653 -0.3375 4.2803 0.21 -0.19 -0.02 0.1047
H -1.1922 -2.2813 0.3128 0.51 -0.07 0.13 0.1279
H -3.4267 -1.6230 -0.6508 0.03 0.00 -0.04 0.1700
H -4.7921 -0.5181 1.0942 0.06 0.11 -0.12 0.1833
H -6.8724 2.0661 4.6399 -0.15 -0.07 0.04 0.1306
H -6.8622 4.2846 5.6217 -0.11 0.05 0.06 0.1177
C 0.9153 0.3226 -1.6462 0.10 0.15 0.37 -0.1545
C 2.3452 0.1358 -2.1023 0.00 0.27 -0.47 -0.1577
O 2.6789 -1.2002 -1.6906 -0.33 -0.12 0.35 -0.1760
S 1.3892 -2.1282 -1.7691 0.30 0.67 -0.15 0.5894
O 1.3968 -2.8409 -2.9915 -0.18 -0.31 0.00 -0.2074
O 1.2134 -2.7792 -0.5191 -0.13 -0.22 0.03 -0.2305
O 0.2915 -0.9539 -1.8844 0.11 -0.06 -0.11 -0.2179
H 0.8626 0.5381 -0.5768 0.02 0.00 -0.01 0.1332
H 0.3981 1.1010 -2.2005 -0.11 -0.17 -0.11 0.1369
H 3.0285 0.8485 -1.6514 0.15 -0.22 0.10 0.1327
H 2.4289 0.1896 -3.1893 0.01 0.03 0.02 0.1387
C 6.7757 -1.9887 -4.2749 -0.32 -0.31 0.06 -0.1479
C 6.0815 -1.2484 -5.3981 0.37 -0.01 -0.30 -0.1506
O 5.4805 -0.1128 -4.7505 -0.07 -0.11 0.33 -0.1931
S 6.4069 0.3599 -3.5329 0.15 -0.60 -0.35 0.6076
O 7.2247 1.4357 -3.9614 -0.03 0.14 0.24 -0.2169
O 5.5992 0.4595 -2.3729 -0.22 0.26 0.11 -0.2162
O 7.3113 -0.9499 -3.4398 -0.03 0.27 -0.19 -0.1741
H 6.0707 -2.5767 -3.6842 0.00 0.01 -0.02 0.1354
H 7.5773 -2.6300 -4.6295 0.15 0.15 0.10 0.1403
H 5.3188 -1.8463 -5.8881 -0.17 0.14 0.10 0.1380
H 6.7940 -0.8841 -6.1406 0.00 -0.03 0.01 0.1371
C 7.8765 4.2087 -7.0632 -0.24 -0.29 -0.09 -0.1637
C 8.6363 3.5032 -5.9615 0.03 0.41 0.29 -0.1639
O 9.6774 2.7940 -6.6478 -0.21 -0.03 -0.33 -0.1866
S 10.1385 3.6275 -7.9380 -0.32 0.06 0.31 0.6003
O 11.2949 4.3787 -7.6191 0.16 0.08 -0.14 -0.2124
O 10.0906 2.7672 -9.0614 0.14 -0.13 -0.10 -0.2173
O 8.8866 4.6319 -7.9866 0.20 -0.01 0.20 -0.1884
H 7.1997 3.5263 -7.5829 0.00 0.00 0.03 0.1321
H 7.3179 5.0679 -6.7015 0.14 0.13 -0.11 0.1343
H 8.0167 2.8145 -5.3982 0.18 -0.15 -0.12 0.0922
H 9.0989 4.2188 -5.2777 -0.02 0.01 -0.02 0.1388
C -3.7695 0.6363 7.9548 -0.29 -0.26 0.04 -0.1557
C -2.8829 -0.0346 8.9824 0.06 0.38 0.29 -0.1429
O -1.9110 -0.7458 8.1959 -0.23 -0.07 -0.41 -0.1707
S -1.5979 0.0689 6.8651 -0.20 0.07 0.64 0.6140
O -0.4241 0.8318 7.0347 0.18 0.09 -0.26 -0.1832
O -1.7530 -0.8143 5.7545 0.01 0.04 -0.12 -0.2431
O -2.8645 1.0521 6.9161 0.15 -0.09 0.06 -0.1997
H -4.4868 -0.0688 7.5280 0.01 0.00 0.04 0.1298
H -4.2986 1.4974 8.3532 0.14 0.13 -0.13 0.1399
H -3.4268 -0.7264 9.6184 0.13 -0.19 -0.11 0.1419
H -2.3574 0.6950 9.6005 -0.03 0.01 -0.01 0.1406
C -3.4621 -5.5243 -0.7590 0.26 -0.22 -0.17 -0.1653
C -3.8061 -4.6413 -1.9421 0.02 0.30 0.13 -0.1852
O -4.8383 -5.3410 -2.6262 0.12 -0.28 0.12 -0.1782
S -5.7432 -6.1469 -1.5637 0.27 0.15 0.04 0.6122
O -6.8839 -5.3681 -1.2532 -0.15 0.01 0.10 -0.2127
O -5.8350 -7.4899 -1.9853 -0.13 -0.11 -0.12 -0.1922
O -4.7211 -6.0421 -0.3251 -0.13 0.27 -0.10 -0.1850
H -2.8225 -6.3569 -1.0570 0.02 0.04 -0.02 0.1404
H -2.9871 -4.9774 0.0529 -0.15 -0.06 0.12 0.1240
H -2.9583 -4.4792 -2.6035 -0.11 -0.12 -0.16 0.1387
H -4.2105 -3.6750 -1.6172 0.03 -0.01 0.03 0.1095